*1*
C3H3Br | ωB97M-V with the def2-TZVPD basis set

Results
SMILES string ... BrC1C=C1
LUMO energy ... 1.17 eV
HOMO-LUMO gap ... 10.913 eV
E_HOMO ... -9.74 eV

ORCA input file:
```
! RIJCOSX wB97M-V def2-TZVPD def2/J DEFGRID3
* xyz 0 1
Br 1.91 0.31 -1.30
C 0.45 -0.42 -0.22
C -0.89 0.21 -0.23
C -0.18 0.37 0.86
H -0.03 0.77 1.83
H 0.51 -1.61 -0.16
H -1.78 0.36 -0.79
*
```

Here are the natural (NBO) charges for atoms 1 to 5, given in e: Br -0.05; C -0.31; C -0.16; C -0.16; H 0.23

*2*
C3H3Br | ωB97M-V with the def2-TZVPD basis set

Results
SMILES string ... BrC1C=C1
LUMO energy ... 1.15 eV
HOMO-LUMO gap ... 10.851 eV
E_HOMO ... -9.70 eV

ORCA input file:
```
! RIJCOSX wB97M-V def2-TZVPD def2/J DEFGRID3
* xyz 0 1
Br -1.56 0.59 2.23
C -0.77 0.58 0.44
C -0.25 -0.73 -0.15
C 0.61 0.05 0.42
H -1.03 1.46 -0.01
H -0.39 -1.66 -0.56
H 1.53 0.01 1.02
*
```

Here are the natural (NBO) charges for atoms 1 to 5, given in e: Br -0.07; C -0.26; C -0.16; C -0.17; H 0.20

*3*
C3H3Br | ωB97M-V with the def2-TZVPD basis set

Results
LUMO energy ... -1.46 eV
HOMO-LUMO gap ... 6.339 eV
E_HOMO ... -7.80 eV

ORCA input file:
```
! RIJCOSX wB97M-V def2-TZVPD def2/J DEFGRID3
* xyz 0 1
Br 2.60 -1.31 0.43
C -0.03 0.02 -0.74
C -0.37 0.96 0.30
C -1.17 -0.19 0.16
H 0.75 -0.30 -1.38
H 0.02 1.84 0.66
H -1.80 -1.01 0.58
*
```

Here are the Löwdin charges for atoms 1 to 5, given in e: Br -0.50; C 0.02; C 0.10; C 0.12; H 0.03

Most stable to least stable, the ends of the list are *1* and *3*.